Entry 1:
Here is 2 unconnected molecules or ions with the total composition C3H9BrO3Si in a non-equilibrium geometry from OMol25. Energies are from ωB97M-V with the def2-TZVPD basis set.

Last column: natural (NBO) charge in e.
Positions of all 17 atoms, in Å:
C (1.26238, 1.37313, -1.41800)  -0.47
C (-1.92469, 0.61434, 0.37018)  -0.14
C (1.47112, -1.19243, 0.35240)  -0.51
O (2.42513, 0.68655, -1.80901)  -0.74
O (-2.21652, 0.08202, 1.57238)  -0.70
O (0.68610, -2.04032, -0.46651)  -0.73
Si (0.77283, 0.58891, 0.34103)  1.06
Br (1.66043, 1.56958, 2.22624)  -0.37
H (1.38832, 2.43768, -1.60772)  0.20
H (0.41448, 1.08343, -2.01126)  0.20
H (-2.08269, 1.78140, 0.29329)  0.18
H (-2.02048, -0.01426, -0.42822)  0.18
H (2.52016, -1.03969, 0.01421)  0.20
H (1.51629, -1.61026, 1.31595)  0.20
H (3.19307, 1.22646, -1.50619)  0.47
H (-1.89801, 0.67344, 2.26949)  0.48
H (1.16789, -2.36132, -1.21261)  0.48

Energy relative to the best compared isomer or geometry (same formula, charge and spin) ... 125.8 kcal/mol
Gap between HOMO and LUMO ... 7.95 eV
LUMO ... 0.0148 hartree
Total charge ... 0
HOMO ... -7.543 eV

Entry 2:
Here is 2 unconnected molecules or ions with the total composition C12H17N in a non-equilibrium geometry from OMol25. Energies are from ωB97M-V with the def2-TZVPD basis set.

Last column: natural (NBO) charge in e.
Positions of all 30 atoms, in Å:
C (-1.00959, -1.99416, -3.14604)  -0.64
C (-1.54468, -0.18899, 0.09297)  0.20
C (-1.04545, -0.22315, -1.21846)  -0.12
C (-1.39091, -1.48131, -1.80685)  -0.09
C (-2.14790, -2.11998, -0.86465)  -0.02
C (-0.44527, 1.85941, 0.53745)  -0.22
C (-1.26715, 0.84975, 0.98034)  -0.26
C (0.04959, 1.86314, -0.77541)  -0.23
C (-0.21830, 0.83105, -1.65946)  -0.19
N (-2.25920, -1.35513, 0.28040)  -0.55
H (-0.13955, 2.61603, 1.24732)  0.21
H (-1.65055, 0.81566, 1.99286)  0.21
H (0.67201, 2.67981, -1.11869)  0.21
H (0.10060, 0.92316, -2.68879)  0.21
H (-2.91990, -1.60143, 0.99507)  0.41
H (-2.66591, -3.06573, -0.89568)  0.21
H (-0.89544, -3.07489, -3.24930)  0.22
H (-0.03555, -1.73213, -3.56512)  0.22
H (-1.75447, -1.69351, -3.88525)  0.22
C (2.80358, 0.83842, 1.61324)  -0.40
C (2.10089, 0.05758, 2.74870)  -0.61
C (4.25251, 1.06070, 2.08932)  -0.61
H (2.31830, 1.80215, 1.48282)  0.20
H (2.76384, 0.24612, 0.70242)  0.21
H (2.83153, -0.67530, 3.11419)  0.20
H (1.91421, 0.65015, 3.64573)  0.20
H (4.26463, 1.16503, 3.17965)  0.20
H (4.74732, 1.97965, 1.77101)  0.21
H (1.20335, -0.48698, 2.45807)  0.21
H (4.91234, 0.24496, 1.79844)  0.20

Energy relative to the best compared isomer or geometry (same formula, charge and spin) ... 12.2 kcal/mol
SMILES ... Cc1c[nH]c2ccccc12.CCC
Gap between HOMO and LUMO ... 8.73 eV
LUMO ... 0.0343 hartree
Total charge ... 0
HOMO ... -7.794 eV

Entry 3:
Here is C3H5NOS2 in the gas phase in a non-equilibrium geometry from OMol25. Energies are from ωB97M-V with the def2-TZVPD basis set.

Last column: natural (NBO) charge in e.
Positions of all 12 atoms, in Å:
C (0.67628, -0.74356, 1.53621)  -0.30
C (-0.18667, -0.10271, -0.67680)  0.46
C (-0.71663, -0.85933, -1.83974)  -0.32
H (-0.06362, -0.00817, 2.12204)  0.21
H (0.43676, -1.76323, 1.83235)  0.21
H (1.74091, -0.34152, 1.78145)  0.21
H (-0.41170, -1.84639, -1.99138)  0.21
H (-0.38511, 3.33462, 0.22044)  0.14
N (-0.19264, 1.15879, -0.72123)  -0.59
O (0.30172, -1.00139, 0.13216)  -0.50
S (-1.34979, 0.02935, -3.06030)  0.14
S (0.15049, 2.14355, 0.66479)  0.13

Energy relative to the best compared isomer or geometry (same formula, charge and spin) ... 74.8 kcal/mol
SMILES ... CO/C(C=S)=N\S
Gap between HOMO and LUMO ... 7.76 eV
LUMO ... -0.0350 hartree
Total charge ... 0
HOMO ... -8.708 eV

Entry 4:
Here is C2H3N3O in the gas phase in a non-equilibrium geometry from OMol25. Energies are from ωB97M-V with the def2-TZVPD basis set.

Last column: natural (NBO) charge in e.
Positions of all 9 atoms, in Å:
C (0.40930, -0.32364, 0.07252)  0.22
C (1.61147, -0.62460, 0.68737)  0.23
H (-2.17175, 1.17820, -0.36126)  0.49
H (0.19053, 1.49303, 0.13156)  0.35
H (-1.08290, -1.26930, -0.64965)  0.36
N (-0.42869, 0.77411, 0.39262)  -0.30
N (-0.01319, -1.38186, -0.44048)  -0.52
N (2.76246, -0.58468, 1.00060)  -0.25
O (-1.27723, 0.73874, -0.83327)  -0.59

Energy relative to the best compared isomer or geometry (same formula, charge and spin) ... 100.1 kcal/mol
SMILES ... [H]/N=C(/C#N)NO
Gap between HOMO and LUMO ... 10.65 eV
LUMO ... -0.0004 hartree
Total charge ... 0
HOMO ... -10.664 eV

Entry 5:
Here is a molecular structure, C30H47FP2Re in a non-equilibrium geometry from OMol25. Energies are from ωB97M-V with the def2-TZVPD basis set.

Last column: Mulliken charge in e.
Positions of all 81 atoms, in Å:
Re (0.33753, -1.84047, -1.21152)  -0.20
C (-0.37548, -3.24162, 0.64761)  0.38
C (1.01244, -3.34738, 0.21845)  1.10
C (0.77592, -1.47686, 1.59972)  0.70
C (-0.46754, -2.14457, 1.56035)  0.81
C (1.69371, -2.16142, 0.72809)  0.18
C (-1.41626, -4.28323, 0.44512)  -1.98
H (-1.18846, -4.91727, -0.41675)  0.39
H (-2.40278, -3.82886, 0.29072)  0.48
H (-1.49153, -4.93841, 1.32459)  0.36
C (-1.61888, -1.90732, 2.46811)  -1.48
H (-2.54220, -2.32251, 2.04898)  0.44
H (-1.77782, -0.84129, 2.66228)  0.36
H (-1.45805, -2.37961, 3.45051)  0.33
C (1.13830, -0.36941, 2.52132)  -1.42
H (1.45501, -0.75914, 3.50476)  0.35
H (0.28944, 0.30998, 2.69034)  0.19
H (1.96646, 0.23383, 2.12125)  0.17
C (3.15422, -1.88978, 0.63344)  -1.21
H (3.67911, -2.33895, 1.48968)  0.35
H (3.35376, -0.80916, 0.64709)  0.21
H (3.59757, -2.30739, -0.27716)  0.32
C (1.67032, -4.60405, -0.25742)  -1.37
H (1.99783, -5.19606, 0.60952)  0.38
H (2.55627, -4.39562, -0.86160)  0.33
H (0.98016, -5.21888, -0.84359)  0.37
C (-0.96548, -1.28458, -2.61465)  -0.10
C (-0.77065, -2.74118, -2.58657)  -0.35
C (-0.00191, -3.42334, -3.72019)  -1.30
C (1.43228, -2.87741, -3.79616)  -1.20
C (1.80164, -2.23560, -2.45248)  -0.59
C (1.67709, -0.78992, -2.20557)  -0.05
C (1.04420, 0.12916, -3.22615)  -0.83
C (-0.32545, -0.39690, -3.67701)  -1.21
H (-0.51009, -3.32272, -4.68762)  0.44
H (1.57171, -2.17930, -4.63678)  0.33
H (0.02313, -4.49824, -3.49402)  0.39
H (-0.25154, -0.90694, -4.64672)  0.27
H (-1.95391, -0.95153, -2.29752)  0.83
H (-1.63481, -3.31836, -2.25187)  0.86
H (-0.99420, 0.45798, -3.82488)  0.46
H (0.93685, 1.13719, -2.79694)  -0.11
H (2.54342, -0.35723, -1.69400)  1.06
H (1.70429, 0.25292, -4.09099)  0.61
H (2.11447, -3.72762, -3.93163)  0.38
H (2.71058, -2.68596, -2.03452)  0.84
P (-1.96142, 2.40074, 0.13398)  1.31
P (1.71958, 2.53690, 0.79536)  1.29
C (-0.68281, 3.24666, -0.84194)  -0.72
C (0.76350, 3.59032, -0.40046)  -1.56
H (-1.17012, 4.20563, -1.10594)  0.50
H (-0.64249, 2.65077, -1.77560)  0.37
H (1.38010, 3.59770, -1.31779)  0.64
H (0.77737, 4.61495, 0.00966)  0.55
C (2.52409, 3.85862, 1.80927)  -1.49
H (2.77774, 3.41935, 2.78485)  0.31
H (1.83880, 4.70161, 1.96574)  0.46
H (3.44788, 4.21053, 1.32719)  0.45
C (3.20061, 2.09086, -0.20670)  -1.50
H (3.60504, 2.97430, -0.72006)  0.59
H (2.92255, 1.32964, -0.94567)  0.01
H (3.97077, 1.67439, 0.45910)  0.45
C (-3.51352, 2.88973, -0.66375)  -1.64
H (-4.29911, 2.15065, -0.47653)  0.53
H (-3.35516, 2.97143, -1.74626)  0.47
H (-3.84260, 3.86347, -0.28229)  0.42
C (-1.81191, 0.61813, -0.00421)  0.39
H (-2.00084, 0.14922, 0.96678)  -0.28
H (-0.80112, 0.31761, -0.33974)  -0.90
H (-2.56414, 0.24608, -0.71424)  0.64
F (-3.00399, 4.23087, 5.72688)  -0.29
C (-2.70409, 3.66984, 4.50790)  0.30
C (-1.43742, 3.89311, 3.97323)  -0.85
C (-1.18880, 3.46282, 2.66403)  0.53
C (-2.19407, 2.83858, 1.90270)  0.09
C (-3.42355, 2.54466, 2.52572)  -0.63
C (-3.69484, 2.97109, 3.82664)  -0.79
H (-0.66850, 4.40523, 4.54744)  0.49
H (-0.19272, 3.59957, 2.22717)  -0.28
H (-4.18526, 1.98755, 1.97257)  0.36
H (-4.66026, 2.78248, 4.28736)  0.47

Energy relative to the best compared isomer or geometry (same formula, charge and spin) ... 0.0 kcal/mol
Gap between HOMO and LUMO (alpha / beta) ... 8.36 / 5.49 eV
Spin multiplicity ... 4
LUMO (alpha / beta) ... -0.1884 / -0.3112 hartree
Total charge ... +2
HOMO (alpha / beta) ... -13.486 / -13.954 eV
<S²> ... 3.7650

Entry 6:
Here is 13 unconnected molecules or ions with the total composition C23H50Cl24N2O2P in a non-equilibrium geometry from OMol25. Energies are from ωB97M-V with the def2-TZVPD basis set.

Last column: Mulliken charge in e.
Positions of all 102 atoms, in Å:
C (-3.77934, -3.43471, -1.31284)  -0.61
O (-2.72654, -2.98380, -2.16439)  -0.28
C (-3.18867, -1.84475, -2.90562)  0.09
C (-2.35262, -1.64217, -4.21439)  -0.65
C (-0.90799, -1.12263, -3.87922)  -0.30
C (-0.81119, 0.43459, -3.80514)  -0.38
C (-0.73873, 1.01305, -2.35515)  0.63
C (0.39168, 0.41489, -1.47093)  -0.64
N (0.02397, 0.68940, -0.02662)  0.63
C (-0.46780, 2.03506, 0.32284)  -0.32
O (-0.23847, 2.16523, 1.74777)  -0.42
C (0.36296, 0.97198, 2.29644)  1.04
C (1.27467, 1.23959, 3.54175)  -0.63
P (-1.13139, 0.07326, 3.00054)  0.21
N (-2.24883, -0.24385, 1.88947)  -0.58
C (1.03932, 0.38988, 1.01833)  -1.00
H (-3.34293, -4.20817, -0.65119)  0.24
H (-4.13768, -2.60224, -0.65606)  0.07
H (-4.66734, -3.78971, -1.88393)  0.34
H (-3.19568, -0.92881, -2.26438)  -0.54
H (-4.24060, -2.05451, -3.21772)  0.60
H (-2.26641, -2.63659, -4.69155)  -0.10
H (-2.88034, -0.98134, -4.93523)  0.52
H (-0.23373, -1.48136, -4.68670)  0.09
H (-0.59225, -1.66078, -2.95822)  0.26
H (0.06788, 0.78825, -4.39069)  0.18
H (-1.69340, 0.90375, -4.29812)  0.33
H (-0.51319, 2.11102, -2.45198)  -0.20
H (-1.74430, 0.97625, -1.86555)  -0.33
H (1.39929, 0.82471, -1.71183)  -0.08
H (0.48995, -0.69071, -1.53833)  0.43
H (-0.66927, -0.06489, 0.13591)  0.39
H (-1.56662, 2.18974, 0.26345)  0.19
H (0.11587, 2.89277, -0.08104)  0.25
H (0.72265, 1.80176, 4.32708)  0.00
H (2.23313, 1.74431, 3.28613)  -0.23
H (1.53192, 0.25444, 4.00314)  0.48
H (-1.71026, 0.90585, 4.00796)  -0.11
H (-0.71070, -1.13599, 3.63871)  0.16
H (-2.38578, -1.25598, 1.88334)  0.22
H (1.87856, 1.10982, 0.84644)  0.41
H (1.48755, -0.62075, 1.05967)  0.48
C (-0.65344, -4.61778, -6.90400)  0.01
Cl (-1.90648, -3.53571, -7.52590)  -0.17
Cl (-0.20786, -4.20169, -5.24086)  -0.06
H (-1.02758, -5.63633, -6.91523)  0.01
H (0.22482, -4.53693, -7.53427)  0.23
C (-3.11017, 2.29542, 6.58295)  -0.15
Cl (-1.54692, 2.38768, 5.75233)  -0.14
Cl (-3.23864, 0.81756, 7.54088)  -0.15
H (-3.20827, 3.15385, 7.24153)  0.06
H (-3.90278, 2.30459, 5.84051)  0.33
C (3.35623, -3.89731, -6.59761)  0.30
Cl (3.00194, -2.89545, -8.00829)  -0.15
Cl (2.52939, -5.45640, -6.68736)  -0.14
H (4.42740, -4.07139, -6.55003)  0.33
H (3.02574, -3.37576, -5.70624)  -0.35
C (5.50483, 1.93454, 3.83205)  -0.17
Cl (4.43154, 1.07396, 4.93895)  -0.16
Cl (4.58882, 2.73603, 2.54436)  -0.19
H (6.05587, 2.68194, 4.38782)  0.16
H (6.19338, 1.22427, 3.38466)  0.34
C (-1.42551, 4.45741, 9.46997)  -0.25
Cl (-2.56336, 3.56507, 10.48552)  -0.15
Cl (-2.26015, 5.30571, 8.16177)  -0.16
H (-0.90190, 5.18482, 10.08247)  0.34
H (-0.71610, 3.75726, 9.03845)  0.23
C (3.16262, 0.69664, -4.59222)  -0.30
Cl (2.80322, 1.69086, -6.00672)  -0.17
Cl (2.33955, -0.86740, -4.67866)  0.15
H (4.23046, 0.53296, -4.54306)  0.30
H (2.82780, 1.22074, -3.70103)  0.13
C (-1.74853, -7.83485, -4.68334)  -0.06
Cl (-1.41138, -9.18673, -3.59754)  -0.16
Cl (-1.12477, -8.14197, -6.31046)  -0.18
H (-2.82303, -7.69022, -4.74179)  0.30
H (-1.27446, -6.94022, -4.28929)  0.09
C (-5.01891, 0.36824, -0.05621)  0.32
Cl (-6.61026, -0.38915, -0.15965)  -0.16
Cl (-4.50967, 1.01274, -1.62465)  -0.11
H (-5.06090, 1.18205, 0.66060)  0.36
H (-4.29531, -0.37404, 0.26933)  -0.35
C (5.26319, -2.99642, -2.87400)  -0.40
Cl (5.37642, -1.35036, -3.52559)  -0.15
Cl (3.61457, -3.63106, -2.93610)  -0.09
H (5.91074, -3.64660, -3.45433)  0.30
H (5.58829, -2.98210, -1.83850)  0.34
C (-2.10874, 1.37607, 13.25969)  0.14
Cl (-0.39514, 1.77954, 13.41907)  -0.15
Cl (-2.93513, 1.43811, 14.82003)  -0.15
H (-2.57280, 2.09088, 12.58756)  -0.09
H (-2.19726, 0.37257, 12.85450)  0.27
C (7.35519, 5.72481, 2.50518)  -0.23
Cl (7.71762, 4.33816, 3.54250)  -0.15
Cl (7.96819, 5.48069, 0.86727)  -0.14
H (6.27840, 5.85747, 2.46169)  0.21
H (7.82140, 6.60932, 2.92797)  0.33
C (-1.86072, 4.70680, -4.19264)  -0.25
Cl (-0.44169, 4.68965, -3.13587)  -0.16
Cl (-1.73281, 3.46738, -5.44070)  -0.12
H (-2.74562, 4.51361, -3.59382)  0.22
H (-1.93868, 5.68066, -4.66583)  0.34

Gap between HOMO and LUMO ... 9.32 eV
LUMO ... -0.0878 hartree
Total charge ... +1
HOMO ... -11.707 eV

Entry 7:
Here is 5 unconnected molecules or ions with the total composition CH12O4S in a non-equilibrium geometry from OMol25. Energies are from ωB97M-V with the def2-TZVPD basis set.

Last column: natural (NBO) charge in e.
Positions of all 18 atoms, in Å:
C (0.70428, 0.47073, 2.90571)  -0.71
S (1.75492, 0.86195, 1.45912)  -0.06
H (0.83896, -0.59415, 3.07511)  0.23
H (-0.33048, 0.67485, 2.67931)  0.21
H (1.04138, 1.03224, 3.77113)  0.22
H (1.39437, 2.17218, 1.42577)  0.12
H (-0.97762, -0.07846, -3.58998)  0.47
H (-1.26427, -0.32352, -2.07865)  0.49
O (-1.64930, -0.12219, -2.94580)  -0.96
H (-2.33913, -2.70415, -0.51102)  0.47
H (-2.21912, -2.54496, -1.93570)  0.48
O (-1.66078, -2.46130, -1.16431)  -0.95
H (2.60273, 1.46255, -2.36341)  0.46
H (3.79091, 1.53075, -1.54800)  0.46
O (3.42170, 0.95547, -2.21790)  -0.92
H (-1.50728, -0.81087, 0.74873)  0.47
H (-1.49766, 0.61355, 1.17517)  0.46
O (-2.10360, -0.13468, 1.11472)  -0.93

Energy relative to the best compared isomer or geometry (same formula, charge and spin) ... 20.1 kcal/mol
SMILES ... CS.O.O.O.O
Gap between HOMO and LUMO ... 9.83 eV
LUMO ... 0.0135 hartree
Total charge ... 0
HOMO ... -9.462 eV

Entry 8:
Here is C9H16N2 in the gas phase in a non-equilibrium geometry from OMol25. Energies are from ωB97M-V with the def2-TZVPD basis set.

Last column: natural (NBO) charge in e.
Positions of all 27 atoms, in Å:
C (0.70211, 2.24996, 0.27202)  0.41
C (-1.61033, -0.29027, 0.52103)  -0.41
C (-1.45292, 1.13929, 0.91650)  -0.37
C (-0.27064, -1.08436, 0.69509)  -0.25
C (-0.52124, 1.91219, -0.08401)  -0.07
C (0.95822, -0.67843, -0.18374)  0.05
C (-0.42491, -2.62875, 0.50333)  -0.61
C (2.18230, -0.48712, 0.30406)  -0.47
C (0.95464, -0.74842, -1.71660)  -0.66
N (1.77818, 2.48357, 0.79250)  -0.62
N (-1.38940, 2.30920, -1.09554)  -0.82
H (-2.26741, -0.90764, 1.14372)  0.21
H (-2.07284, -0.49937, -0.49274)  0.21
H (-2.33494, 1.63564, 1.10417)  0.21
H (-0.93051, 1.17588, 1.98853)  0.19
H (-0.05750, -1.08144, 1.80074)  0.21
H (0.60664, -3.00725, 0.48073)  0.23
H (-0.80472, -2.91232, -0.60697)  0.19
H (-1.18853, -3.10972, 1.11404)  0.22
H (2.51732, 1.74463, 0.80420)  0.39
H (2.98102, -0.29319, -0.43116)  0.18
H (2.52831, -0.25175, 1.34603)  0.20
H (2.08630, -0.57607, -2.07361)  0.22
H (0.23139, 0.01922, -2.19948)  0.22
H (0.57113, -1.81279, -1.95744)  0.22
H (-0.98173, 2.47513, -1.97307)  0.36
H (-1.78994, 3.22419, -0.97234)  0.36

Energy relative to the best compared isomer or geometry (same formula, charge and spin) ... 93.3 kcal/mol
SMILES ... C=C(C)[C@H](C)CCC(N)=C=N
Gap between HOMO and LUMO ... 8.98 eV
LUMO ... 0.0294 hartree
Total charge ... 0
HOMO ... -8.178 eV